# C21H31F5OP2Zn

C21H31F5OP2Zn as an isolated structure (the ωB97M-V functional and the def2-TZVPD basis, OMol25).

CARTESIAN COORDINATES (ANGSTROEM)
1 P 0.70 -2.13 -1.88
2 P -2.48 -0.56 -1.03
3 C -0.89 -2.95 -1.49
4 C -2.14 -2.17 -1.93
5 H -0.93 -3.19 -0.41
6 H -0.84 -3.92 -2.01
7 H -2.10 -1.95 -3.01
8 H -3.01 -2.81 -1.78
9 C -4.13 -1.30 -0.26
10 H -4.61 -0.55 0.38
11 H -3.91 -2.20 0.34
12 H -4.82 -1.58 -1.06
13 C -3.69 0.54 -1.98
14 H -4.42 -0.09 -2.52
15 H -3.22 1.19 -2.72
16 H -4.26 1.18 -1.28
17 C 2.08 -2.94 -1.06
18 H 2.98 -2.30 -1.06
19 H 2.31 -3.86 -1.63
20 H 1.82 -3.23 -0.03
21 C 0.91 -2.28 -3.67
22 H 0.09 -1.77 -4.20
23 H 0.90 -3.35 -3.93
24 H 1.87 -1.84 -3.97
25 Zn 2.94 0.08 1.00
26 C -2.19 0.77 0.48
27 C -1.83 -0.62 0.70
28 C -0.33 -0.93 0.87
29 C 0.60 -0.29 -0.17
30 C 0.22 -0.40 -1.67
31 C -1.09 0.28 -1.99
32 C -0.98 1.74 -1.54
33 C -1.37 1.89 -0.04
34 C 4.66 -0.65 0.52
35 H -3.13 1.07 0.96
36 H -2.43 -1.19 1.41
37 H -0.16 -2.02 0.93
38 H -0.03 -0.55 1.86
39 H 0.72 0.77 0.07
40 H 1.61 -0.80 -0.03
41 H 0.99 0.15 -2.24
42 H -1.31 0.21 -3.06
43 H -1.62 2.39 -2.15
44 H 0.04 2.11 -1.66
45 H -0.50 2.07 0.59
46 H -1.97 2.81 0.05
47 H 5.27 0.21 0.21
48 H 4.61 -1.37 -0.31
49 H 5.12 -1.13 1.39
50 F 2.16 4.70 6.05
51 C 2.08 3.92 4.96
52 C 0.94 3.98 4.15
53 F -0.08 4.80 4.46
54 C 0.87 3.19 3.03
55 F -0.23 3.31 2.25
56 C 1.91 2.28 2.69
57 O 1.83 1.53 1.63
58 C 3.04 2.24 3.53
59 F 4.05 1.38 3.21
60 C 3.14 3.06 4.63
61 F 4.24 3.03 5.41

Results
LUMO level, eV: -0.40
Energy relative to the best compared isomer or geometry (same formula, charge and spin), kcal/mol: 0.0
Frontier orbital gap, eV: 4.16
Total charge: 0
HOMO, Ha: -0.168
Maximum force, eV/Å: 4.70
Electronic energy, a.u.: -3855.093593